Entry 1:
DFT (ωB97M-V/def2-TZVPD) results for a molecular structure, C35H52AlAsOP3S at a distorted geometry.

As for the net charge: +3. The LUMO energy is -9.6433 eV. The value obtained for the HOMO energy is -14.822 eV. Its total energy is -145300.745 eV.

The geometry in XYZ format:
```
94
Properties=species:S:1:pos:R:3:mulliken_charge:R:1
Al 0.251 0.482 -0.420 -0.7951
P 2.345 1.785 0.268 1.2354
P -1.664 2.190 -0.476 0.9243
P 0.882 1.503 -2.688 1.1850
H -0.899 -2.026 -0.485 0.1418
C -0.085 -1.639 -1.102 0.4553
C 1.238 -1.801 -0.709 -0.2075
H 1.463 -2.220 0.270 0.1371
C 2.842 1.472 1.979 -1.2165
C 2.188 3.613 0.312 -1.3082
C 3.938 1.472 -0.588 -1.4344
C -3.177 1.458 -1.232 -1.3874
C -2.241 2.567 1.212 -1.0856
C -1.491 3.897 -1.168 -1.1797
C 2.165 0.452 -3.478 -1.2999
C 1.591 3.171 -3.027 -1.3710
C -0.620 1.576 -3.761 -1.4009
H -0.347 -1.606 -2.158 -0.3253
H 2.058 -1.789 -1.423 0.3624
H 3.111 0.419 2.114 0.2817
H 2.026 1.724 2.670 0.2100
H 3.708 2.100 2.230 0.7019
H 1.237 3.881 0.792 0.2317
H 2.233 4.069 -0.680 0.3663
H 3.006 4.028 0.913 0.5509
H 4.046 0.392 -0.755 0.3683
H 4.764 1.801 0.056 0.5177
H 4.023 2.000 -1.543 0.4397
H -4.033 2.149 -1.196 0.4766
H -3.445 0.551 -0.669 0.3502
H -2.996 1.191 -2.283 0.3435
H -2.994 3.375 1.221 0.6316
H -1.382 2.901 1.814 0.2730
H -2.693 1.681 1.677 0.2526
H -2.294 4.544 -0.778 0.5621
H -1.544 3.919 -2.264 0.3990
H -0.530 4.316 -0.833 0.2498
H 2.277 0.758 -4.533 0.4994
H 1.895 -0.614 -3.432 0.1830
H 3.127 0.583 -2.959 0.3518
H 1.654 3.300 -4.120 0.5569
H 2.602 3.269 -2.608 0.4334
H 0.944 3.954 -2.608 0.3000
H -0.304 1.640 -4.816 0.5223
H -1.208 2.471 -3.516 0.4277
H -1.257 0.688 -3.635 0.1962
C -0.321 -2.407 -6.306 0.4339
C -1.400 -2.278 -7.201 -0.3332
C -1.583 -3.199 -8.232 -0.5770
C -0.693 -4.267 -8.398 -0.4161
C 0.421 -4.364 -7.552 -0.5839
C 0.614 -3.440 -6.521 -0.3638
S -0.007 -1.184 -5.130 -0.0387
H -0.275 -1.605 -3.823 0.0092
H -2.068 -1.423 -7.085 0.3578
H -2.415 -3.088 -8.926 0.3776
H -0.846 -5.000 -9.199 0.3831
H 1.149 -5.158 -7.713 0.3695
H 1.498 -3.481 -5.882 0.3370
O -0.119 0.066 1.358 0.8944
As -0.392 -0.555 2.981 1.5054
C -0.992 -2.374 2.851 0.1681
C -1.914 -2.729 1.851 -0.3370
C -2.413 -4.037 1.813 -0.8737
C -1.985 -4.981 2.752 -0.5527
C -1.052 -4.634 3.740 -0.7566
C -0.563 -3.324 3.791 -0.5615
C 1.226 -0.594 4.042 0.1478
C 1.338 0.159 5.224 -0.2832
C 2.505 0.100 5.998 -0.7759
C 3.544 -0.745 5.611 -0.6249
C 3.426 -1.528 4.454 -0.6639
C 2.261 -1.472 3.676 -0.5326
C -1.704 0.548 3.843 0.1286
C -2.997 0.051 4.085 -0.3600
C -3.956 0.854 4.715 -0.7214
C -3.615 2.148 5.126 -0.6911
C -2.327 2.648 4.904 -0.8708
C -1.363 1.839 4.286 -0.1092
H -2.240 -1.980 1.124 0.6348
H -3.150 -4.299 1.049 0.4519
H -2.389 -5.993 2.727 0.4314
H -0.721 -5.370 4.480 0.4555
H 0.145 -3.038 4.570 0.4298
H 0.506 0.784 5.548 0.5444
H 2.585 0.710 6.901 0.4503
H 4.446 -0.808 6.220 0.4381
H 4.229 -2.205 4.160 0.4530
H 2.146 -2.114 2.797 0.3773
H -3.245 -0.967 3.782 0.4451
H -4.961 0.461 4.889 0.4460
H -4.349 2.761 5.643 0.4516
H -2.051 3.652 5.233 0.4569
H -0.349 2.210 4.157 0.3417
```

Entry 2:
DFT (ωB97M-V/def2-TZVPD) results for a molecular structure, C2H3NO4S at a distorted geometry.

Its relative energy (zero: lowest compared OMol25 entry of this formula, charge and spin) is 0.312 eV. The LUMO energy is 0.4679 eV. The value obtained for the HOMO energy is -11.387 eV. Its total energy is -22636.148 eV.

The geometry in XYZ format:
```
11
Properties=species:S:1:pos:R:3:mulliken_charge:R:1
C 1.779 1.696 0.981 0.7935
C -0.911 -0.766 -1.292 -0.7339
N 1.342 0.560 1.310 -0.5191
O 2.139 2.738 0.605 -0.3566
O -1.044 0.499 1.456 -0.5447
O 0.244 -1.634 1.093 -0.5510
O 0.009 0.071 -0.730 -0.2260
S 0.006 -0.244 0.835 1.2269
H -0.528 -1.748 -1.561 0.2703
H -1.334 -0.440 -2.175 0.2766
H -1.702 -0.733 -0.522 0.3641
```

Entry 3:
DFT (ωB97M-V/def2-TZVPD) results for 6 unconnected molecules or ions with the total composition C28H61ClF4N8O9P.

As for the net charge: +1. The LUMO energy is -3.6742 eV. The value obtained for the HOMO energy is -10.683 eV. Its total energy is -93050.397 eV.

The geometry in XYZ format:
```
112
Properties=species:S:1:pos:R:3:mulliken_charge:R:1
C 2.022 -5.608 4.276 -0.5607
O 1.085 -5.666 3.226 -0.4228
C 1.397 -4.800 2.150 -0.8278
C 0.732 -3.440 2.311 0.8110
C -0.779 -3.425 2.021 -0.9968
C -1.167 -2.692 0.724 -0.9811
C -1.705 -1.293 0.973 -1.1198
N -0.619 -0.398 1.413 0.8234
F -0.992 0.237 2.642 -0.3290
C -0.310 0.731 0.605 -0.3256
N -1.259 1.373 -0.103 0.1005
P -1.511 1.272 -1.913 0.1187
O -0.354 0.222 -2.326 -0.4094
O -0.940 2.680 -2.454 -0.4203
N 0.930 1.137 0.653 0.4256
C 1.328 2.424 0.049 -1.8188
C 0.607 3.689 0.580 0.4761
C -0.094 3.595 1.936 -1.1018
Cl 1.847 4.982 0.554 -0.1505
C 1.980 0.366 1.351 -1.0093
C 2.217 0.886 2.760 0.3957
O 2.733 2.192 2.611 -0.4431
C 3.209 -0.010 3.497 0.6272
F 3.369 0.443 4.750 -0.2861
F 2.784 -1.273 3.553 -0.1392
F 4.409 0.005 2.907 -0.2746
H 1.579 -6.099 5.141 0.2696
H 2.265 -4.573 4.548 0.1988
H 2.951 -6.122 4.002 0.2379
H 1.049 -5.273 1.227 0.4498
H 2.476 -4.669 2.045 0.2748
H 1.248 -2.764 1.616 -0.4553
H 0.933 -3.052 3.313 0.1218
H -1.299 -2.952 2.857 0.2671
H -1.154 -4.448 1.966 0.5354
H -1.946 -3.237 0.196 0.5403
H -0.283 -2.627 0.078 0.5252
H -2.227 -0.900 0.096 0.0666
H -2.430 -1.322 1.789 0.6895
H -2.165 1.106 0.277 0.6327
H 0.572 0.427 -2.152 0.3877
H -0.122 2.659 -2.963 0.3562
H 2.398 2.521 0.194 0.8199
H 1.156 2.364 -1.022 0.4824
H -0.113 4.007 -0.169 0.4302
H 0.143 4.469 2.539 0.5075
H 0.178 2.710 2.504 0.0733
H -1.175 3.580 1.795 0.2684
H 2.901 0.505 0.783 0.5378
H 1.724 -0.689 1.357 -0.1124
H 1.294 0.897 3.349 0.2829
H 3.042 2.530 3.462 0.4116
C 5.861 -5.972 1.307 -1.3297
C 4.839 -5.845 0.200 0.7956
O 3.911 -5.051 0.274 -0.6338
N 4.981 -6.651 -0.879 -0.1767
C 6.005 -7.647 -1.129 -0.8514
H 5.601 -5.264 2.087 0.2504
H 5.864 -6.979 1.724 0.3735
H 6.865 -5.748 0.943 0.4182
H 4.266 -6.522 -1.577 0.2379
H 6.564 -7.411 -2.035 0.2898
H 5.564 -8.638 -1.244 0.2894
H 6.702 -7.680 -0.299 0.3255
C -5.029 -5.274 2.308 -1.4534
C -4.803 -4.155 1.320 0.7749
O -3.976 -3.273 1.542 -0.5640
N -5.543 -4.156 0.193 -0.0884
C -6.567 -5.107 -0.214 -0.8981
H -4.360 -5.122 3.149 0.3072
H -6.059 -5.278 2.664 0.4197
H -4.819 -6.244 1.855 0.3920
H -5.357 -3.376 -0.418 0.2110
H -6.285 -5.582 -1.156 0.2626
H -7.532 -4.618 -0.345 0.3715
H -6.670 -5.879 0.540 0.3129
C -9.897 -3.716 -3.302 -1.3368
C -10.067 -4.686 -2.155 0.8248
O -9.643 -4.439 -1.035 -0.6823
N -10.717 -5.848 -2.409 -0.1580
C -11.289 -6.304 -3.660 -0.8131
H -9.366 -2.846 -2.928 0.2916
H -9.325 -4.165 -4.115 0.3677
H -10.863 -3.401 -3.695 0.3830
H -10.806 -6.445 -1.601 0.2313
H -12.364 -6.463 -3.560 0.2897
H -10.831 -7.241 -3.979 0.2847
H -11.127 -5.564 -4.436 0.3050
C 6.481 8.325 -1.200 -1.5008
C 5.173 7.572 -1.272 0.8858
O 4.902 6.836 -2.209 -0.6492
N 4.288 7.753 -0.258 0.0997
C 4.419 8.585 0.921 -0.9106
H 7.056 8.080 -2.087 0.3276
H 6.312 9.402 -1.168 0.3656
H 7.051 8.041 -0.315 0.4120
H 3.432 7.238 -0.383 0.0761
H 4.347 7.987 1.831 0.2628
H 3.638 9.346 0.946 0.3090
H 5.383 9.084 0.919 0.3370
C 2.673 8.885 -3.398 -1.1271
C 1.906 10.129 -3.016 0.7856
O 1.196 10.164 -2.023 -0.6694
N 2.039 11.221 -3.814 -0.1553
C 2.833 11.359 -5.018 -0.8026
H 2.464 8.119 -2.660 0.1184
H 2.375 8.519 -4.382 0.4422
H 3.746 9.071 -3.410 0.3106
H 1.505 12.017 -3.502 0.2321
H 3.581 12.146 -4.906 0.2724
H 2.204 11.603 -5.876 0.2810
H 3.350 10.429 -5.230 0.3116
```

Entry 4:
DFT (ωB97M-V/def2-TZVPD) results for a molecular structure, C9H20FGaINO at a distorted geometry.

As for the net charge: -1. As for the multiplicity: 2. The LUMO energy (spin up / spin down) is 2.6056 / 2.1044 eV. The value obtained for the HOMO energy (spin up / spin down) is -4.906 / -4.906 eV. Its total energy is -76390.531 eV.

The geometry in XYZ format:
```
34
Properties=species:S:1:pos:R:3:lowdin_spin:R:1
F -4.366 -0.990 -3.093 0.0000
Ga -5.460 -1.734 -1.698 0.0000
I -4.749 -0.669 0.619 -0.0003
H -5.286 -3.345 -1.634 0.0000
H -7.037 -1.458 -1.933 0.0000
C 1.038 -1.088 -1.365 0.0003
C 0.021 -0.364 -0.437 0.0208
C -0.164 1.084 -0.958 0.0121
C 1.068 1.955 -0.702 0.0007
C 1.480 1.929 0.768 0.0111
C 1.587 0.508 1.384 0.0206
N 0.453 -0.394 1.002 0.2908
O -0.659 -0.014 1.783 0.6376
C 2.917 -0.175 0.978 0.0013
C 1.732 0.679 2.937 -0.0015
C -1.285 -1.198 -0.647 -0.0006
H 0.568 -1.375 -2.316 -0.0004
H 1.887 -0.468 -1.657 0.0000
H 1.419 -2.006 -0.907 0.0009
H -1.036 1.555 -0.482 0.0028
H -0.376 1.076 -2.035 0.0007
H 1.908 1.637 -1.328 0.0003
H 0.851 2.989 -0.999 0.0007
H 2.436 2.460 0.876 0.0008
H 0.744 2.521 1.328 0.0023
H 2.957 -1.206 1.340 0.0013
H 3.778 0.355 1.409 -0.0004
H 3.096 -0.187 -0.098 0.0000
H 0.925 1.284 3.368 -0.0007
H 2.667 1.192 3.192 -0.0003
H 1.740 -0.292 3.445 0.0000
H -1.112 -2.252 -0.392 0.0002
H -1.610 -1.162 -1.695 -0.0003
H -2.134 -0.847 -0.053 -0.0008
```

Entry 5:
DFT (ωB97M-V/def2-TZVPD) results for a molecular structure, C37H53N4O2P2Pd at a distorted geometry.

As for the net charge: +1. As for the multiplicity: 3. Its relative energy (zero: lowest compared OMol25 entry of this formula, charge and spin) is 1.331 eV. The LUMO energy (spin up / spin down) is -2.7061 / -3.3207 eV. The value obtained for the HOMO energy (spin up / spin down) is -8.579 / -8.560 eV. Its total energy is -71334.375 eV.

The geometry in XYZ format:
```
99
Properties=species:S:1:pos:R:3:lowdin_spin:R:1
C 2.023 -1.851 -1.363 0.0129
C 2.076 0.353 -2.229 0.0143
C 2.907 -2.338 -2.344 0.0083
C 2.793 -0.164 -3.353 0.0076
C 3.306 -1.452 -3.348 -0.0005
H 3.325 -3.339 -2.235 0.0009
H 2.923 0.512 -4.197 0.0012
H 3.895 -1.846 -4.182 -0.0001
N 1.682 -0.568 -1.269 0.1540
P -0.109 -2.536 0.465 0.0951
P 1.168 2.199 -0.388 0.1481
C 1.507 -2.865 -0.311 0.0046
H 1.461 -3.859 -0.783 0.0004
H 2.261 -2.905 0.494 0.0002
C 1.959 1.766 -1.966 0.0120
H 1.824 2.439 -2.833 0.0018
C -0.285 3.544 -0.465 0.0252
C 2.905 3.003 0.061 0.0236
C -1.290 -3.424 -0.768 0.0230
C -0.064 -3.567 2.112 0.0141
C -1.600 3.054 0.158 0.0015
H -1.458 2.710 1.188 0.0000
H -2.308 3.902 0.186 -0.0001
H -2.056 2.239 -0.413 -0.0001
C 0.115 4.784 0.342 0.0030
H 0.235 4.529 1.402 0.0004
H 1.034 5.259 -0.012 0.0001
H -0.691 5.532 0.286 0.0009
C -0.549 3.869 -1.936 0.0051
H -1.377 4.595 -2.002 0.0016
H 0.316 4.304 -2.453 0.0002
H -0.866 2.974 -2.494 0.0001
C 2.914 3.491 1.509 0.0015
H 2.680 2.673 2.207 0.0009
H 3.927 3.855 1.750 0.0000
H 2.211 4.310 1.694 0.0001
C 4.013 1.940 -0.097 0.0007
H 3.797 1.039 0.491 0.0007
H 4.167 1.646 -1.146 0.0002
H 4.960 2.356 0.285 -0.0001
C 3.105 4.124 -0.993 0.0106
H 2.393 4.076 -1.833 0.0017
H 3.027 5.128 -0.556 0.0005
H 4.103 4.018 -1.449 0.0020
C -1.499 -3.708 2.635 0.0015
H -1.474 -4.160 3.640 -0.0001
H -1.991 -2.730 2.729 0.0007
H -2.123 -4.362 2.015 0.0000
C 0.736 -2.769 3.153 0.0016
H 1.782 -2.625 2.855 0.0008
H 0.278 -1.793 3.359 0.0003
H 0.749 -3.333 4.101 0.0002
C 0.587 -4.953 1.982 0.0052
H 0.640 -5.395 2.991 0.0013
H 0.009 -5.652 1.369 0.0000
H 1.610 -4.904 1.590 0.0002
C -0.866 -3.135 -2.218 0.0003
H -1.607 -3.600 -2.887 0.0003
H -0.826 -2.062 -2.436 -0.0001
H 0.105 -3.593 -2.462 0.0000
C -2.693 -2.869 -0.481 0.0022
H -2.726 -1.787 -0.621 0.0002
H -3.411 -3.314 -1.186 0.0001
H -3.030 -3.094 0.540 0.0004
C -1.320 -4.961 -0.634 0.0067
H -0.320 -5.415 -0.715 0.0002
H -1.819 -5.321 0.276 0.0001
H -1.911 -5.349 -1.482 0.0019
Pd 0.232 -0.021 0.389 1.1463
C 1.688 -0.105 1.604 0.0950
O 2.573 -0.143 2.358 0.0069
N -1.713 -0.043 -1.224 0.0549
C -2.516 0.003 -2.105 0.0000
C -2.678 0.402 -3.463 0.0006
C -3.954 0.582 -3.988 -0.0010
C -1.541 0.795 -4.208 -0.0009
C -4.104 0.819 -5.369 0.0002
H -4.793 0.594 -3.282 -0.0001
C -1.691 1.146 -5.554 0.0002
H -0.573 0.856 -3.703 -0.0001
C -2.969 1.066 -6.162 -0.0010
H -5.098 0.817 -5.847 0.0000
H -0.816 1.455 -6.138 0.0000
H -3.068 1.221 -7.247 -0.0001
N -0.040 1.494 6.854 0.0003
C 0.201 1.721 5.530 0.0008
O 1.167 2.369 5.137 0.0005
C -0.800 1.139 4.578 0.0029
C -2.031 0.564 4.914 -0.0024
C -2.743 -0.102 3.923 0.0046
C -2.189 -0.223 2.640 0.0051
N -1.023 0.358 2.311 0.0773
C -0.405 1.106 3.233 0.0052
H 0.679 1.772 7.497 0.0000
H -0.667 0.759 7.171 0.0000
H -2.427 0.658 5.923 -0.0002
H -3.704 -0.571 4.125 0.0007
H -2.710 -0.782 1.861 0.0010
H 0.473 1.669 2.918 0.0016
```